Entry 1:
Below is a 15-piece molecular cluster, C23H76O15 overall, with properties calculated with the ωB97M-V functional and the def2-TZVPD basis.

The HOMO energy is -9.57 eV. The value obtained for the energy above the lowest of the compared OMol25 structures with the same formula, charge and spin is 3.701 eV. The calculation puts the LUMO energy at 0.0058 hartree. Its orbital gap is 0.357 Eh. The charge is 0.

```
114
C23H76O15 the ωB97M-V functional and the def2-TZVPD basis
O 0.8680 27.2390 -6.1140
O 6.4990 28.8520 0.3220
O 3.9220 24.2930 -8.2930
O 10.7120 26.5030 -3.9970
O 5.8810 28.2090 -6.6750
O 1.3920 29.5790 -1.6460
O 7.7000 23.2780 -7.1050
O 0.1970 25.7010 -3.8380
O 8.0980 27.3850 -7.5440
O 5.8530 30.2900 -3.7860
O 10.2960 29.0590 -8.1480
O 2.9910 30.8580 -3.6030
O 7.5580 24.3760 -0.9000
O 5.9280 29.6330 -9.0300
O 3.0790 26.3260 -10.2080
C 6.3010 31.5670 -4.2510
C 9.1520 30.4270 -6.5340
C 3.9970 27.1710 -9.5970
C 8.5030 27.5000 -4.1850
C 3.2020 24.6820 -6.0670
C 6.2210 30.9550 -8.5170
C 4.7470 28.0460 -5.8280
C 8.0100 24.4200 -6.3460
C 5.9150 24.7390 -2.4780
C 6.3990 23.8200 -1.4240
C 1.7460 28.2180 -1.5770
C 1.1750 25.1050 -3.0140
C 3.2330 28.0860 -1.9820
C 2.3030 31.6180 -4.5520
C 3.1080 31.7020 -5.8140
C 9.9640 27.6040 -4.4560
C 1.4540 28.3280 -5.3930
C 5.1660 27.1170 -4.7800
C 9.1190 26.4070 -9.4300
C 4.3970 24.6180 -6.9960
C 7.7910 26.8860 -8.8190
C 6.4130 28.1660 -0.8890
C 9.9160 30.3440 -7.8810
H 5.8800 32.3330 -3.6330
H 9.6450 25.7240 -8.8400
H 7.4930 27.7530 -0.9590
H 2.2390 25.2040 -3.3770
H 5.7380 25.7760 -2.0540
H 6.5660 24.8450 -3.3040
H 2.3960 30.5130 -2.9200
H 2.5680 32.3100 -6.5480
H 8.1180 26.6440 -4.6690
H 5.5970 29.1050 0.5620
H 7.2010 25.1170 -6.3890
H 3.8380 28.5490 -1.2450
H 5.9780 31.2040 -7.4700
H 6.5970 22.8200 -1.6550
H 1.7250 30.0770 -0.8570
H 5.5800 31.6260 -9.1920
H 5.7210 26.3340 -5.1750
H 7.2490 27.6020 -7.0930
H 7.9490 28.2570 -4.6490
H 4.4490 26.5310 -4.2460
H 4.5900 23.7500 -8.7730
H 6.1160 28.8450 -1.7000
H 9.3150 30.6720 -8.6820
H 2.5340 23.8370 -6.2660
H 8.3120 29.7470 -6.5270
H 8.1640 24.4920 -1.6530
H 7.2140 27.5260 -9.4290
H 8.3710 27.5590 -3.1700
H 3.6810 27.6790 -8.6720
H 0.6560 26.5610 -5.4540
H 3.2530 30.7090 -6.1990
H 11.5420 26.5020 -4.4480
H 4.8260 26.5300 -9.2380
H 7.1440 25.9440 -8.8270
H 0.6600 28.8640 -4.9610
H 4.4360 27.8630 -10.3050
H 5.7930 27.6540 -4.0940
H 2.0680 29.1020 -6.0400
H 2.0730 32.5950 -4.0420
H 5.6660 28.7280 -7.4820
H 3.4770 28.4790 -2.9960
H 1.1910 27.7380 -2.4150
H 8.9570 24.8500 -6.8160
H 5.9720 31.7980 -5.2760
H 8.4870 22.7710 -7.2790
H 10.1380 27.8470 -5.4840
H 6.5810 29.4200 -9.6770
H 2.1220 27.8250 -4.6150
H 1.0780 25.5270 -2.0420
H 5.0160 25.5020 -7.1020
H 5.6550 27.4740 -0.7780
H 3.5220 24.6770 -5.0590
H 2.6820 25.5840 -6.2310
H 3.5390 27.0030 -1.9990
H 1.4560 27.8830 -0.6140
H 1.3280 31.2480 -4.6840
H 8.7200 31.3970 -6.4220
H -0.6610 25.6160 -3.3920
H 7.3700 31.7700 -4.2410
H 4.9900 23.7930 -6.6530
H 9.7060 27.1740 -9.9570
H 10.3490 28.4330 -3.9120
H 3.9290 27.7170 -6.4340
H 7.2880 31.2550 -8.6190
H 2.7830 25.6520 -9.6320
H 4.4570 29.0040 -5.4220
H 5.6200 23.8130 -0.6510
H 9.8060 30.3230 -5.6270
H 8.2520 24.1440 -5.2840
H 9.5930 28.3940 -7.9410
H 0.9730 24.0310 -2.9370
H 4.9500 24.4940 -2.8860
H 8.8170 25.8080 -10.3290
H 10.8070 30.9970 -7.8170
H 4.0030 32.3180 -5.7070
H 4.9790 30.2680 -4.0980
```

Results of the Mulliken charge analysis, in e, for atoms 1 through 99: -0.635 -0.621 -0.583 -0.579 0.685 -0.629 -0.546 -0.520 0.267 -0.241 -0.617 -0.406 -0.512 -0.486 -0.607 -0.567 -0.650 -0.299 0.395 -0.975 -0.298 2.314 -0.116 -0.073 -0.718 -0.631 -0.679 0.763 -0.495 -0.498 -0.964 0.261 0.716 -1.745 0.791 0.133 -0.191 -0.442 0.423 0.286 0.091 0.171 0.061 0.076 0.277 0.452 -0.167 0.298 -0.278 0.320 -0.053 0.366 0.338 0.344 -0.098 0.094 -0.250 -0.810 0.322 0.253 0.243 0.543 -0.007 0.316 0.191 0.338 0.113 0.357 -0.236 0.334 0.080 0.023 0.364 0.283 0.214 -0.100 0.425 -0.580 -0.652 0.119 0.184 -0.115 0.301 0.424 0.248 -0.244 0.382 -0.610 0.264 -0.307 0.249 -0.058 0.437 0.396 0.554 0.293 0.269 0.401 0.366

Entry 2:
Below is a 16-piece molecular cluster, C23H78N10O16 overall, with properties calculated with the ωB97M-V functional and the def2-TZVPD basis.

The HOMO energy is -8.21 eV. The value obtained for the energy above the lowest of the compared OMol25 structures with the same formula, charge and spin is 3.748 eV. The calculation puts the LUMO energy at -0.0023 hartree. Its orbital gap is 0.299 Eh. The charge is 0.

```
127
C23H78N10O16 the ωB97M-V functional and the def2-TZVPD basis
O 2.9108 -4.2213 -2.4289
O -4.4122 -2.6003 2.9431
O 3.4938 -0.4053 0.4781
O 4.1508 4.4377 -0.5999
O -2.3672 0.6767 -2.8329
O -1.8162 3.9007 -0.3709
O 1.5488 -0.7703 -3.5489
O -4.1522 0.3687 2.0161
O 2.2558 -2.7643 3.5901
O -2.6952 -0.1533 4.1501
O -0.2842 -5.9323 1.9631
O 0.6078 2.3527 3.5971
O 2.1038 1.8797 -2.4969
O -0.7972 -1.0023 0.4301
O -2.4882 2.3317 2.1791
O -1.3142 -2.6493 -1.7629
N 1.6508 1.7947 1.5371
N 3.0398 -0.5353 3.4531
N 0.2088 0.3257 -1.1199
N 2.9118 2.4257 3.1621
N -1.7142 3.9997 3.5251
N -3.7532 3.7747 3.4361
N 1.3168 -0.9963 2.3461
N -0.7832 1.4177 0.4581
N 4.8098 3.0297 1.3081
N 3.6068 2.2467 -0.2079
C -0.5142 0.2337 -0.1359
C -2.3422 -2.3893 -2.6659
C 0.4438 -3.8753 1.2051
C 0.5008 4.3077 -0.9739
C 2.1868 -1.4433 3.1731
C 1.6918 2.1937 2.7891
C 0.5808 -0.8153 -4.5689
C 0.8288 -4.9523 -3.4069
C 4.3028 3.2407 0.1481
C -1.1892 2.5227 -3.8149
C -2.7952 -3.4943 1.4541
C -0.8232 4.9057 -0.4829
C 0.8088 -5.1173 1.9341
C -4.0462 -3.8083 2.2401
C 4.0538 -1.0113 -1.6549
C -4.0582 -0.0963 -0.2559
C -2.6152 3.2857 3.0731
C 2.7858 2.6497 -3.4459
C -2.4552 2.0347 -3.1839
C 3.2758 -1.4283 -0.4399
C 1.5248 -4.0733 -2.4049
C -1.5312 -0.4043 3.5211
C -4.8072 0.5727 0.8271
H 1.3038 -3.4513 0.7391
H 1.3688 -0.0593 2.0301
H 3.2608 -3.5913 -1.7369
H 1.4388 -5.5533 1.1651
H 2.9528 -0.5803 1.2271
H 3.5878 -0.2423 -2.1449
H -2.4612 -4.2883 0.7781
H -0.7512 3.8227 3.2301
H -4.9112 -1.9393 2.4401
H -4.2282 -1.1843 -0.4309
H 3.8308 2.9567 -3.2459
H -0.2952 -3.8733 0.4881
H 2.1678 -1.6133 -0.6089
H 0.8078 0.0467 -5.1669
H 0.1218 -3.0913 1.9931
H -3.8292 -4.5753 2.9531
H -0.2452 -4.8553 -3.3709
H -3.8542 4.3527 4.2801
H -2.0002 -1.6093 -3.3959
H 3.9388 1.2567 -0.0939
H -3.1682 -2.0213 -2.0929
H 2.4718 1.9237 0.7881
H 3.8098 -0.8633 4.0531
H 0.8118 3.5557 -0.3389
H -1.4812 1.4157 1.2661
H 4.2968 -1.8903 -2.2909
H 3.0118 0.4597 3.1781
H 2.4288 -0.7993 -3.9219
H 5.0858 -0.7253 -1.3669
H 1.2898 -3.0383 -2.6959
H -3.5102 1.0607 2.1471
H -1.8362 0.6367 -2.0759
H 1.0728 -4.1873 -1.4119
H -4.7642 -4.2493 1.6091
H -1.1982 5.7887 -1.0039
H 1.3188 4.9957 -1.0769
H 0.3828 3.8867 -1.9979
H 1.1438 -4.6493 -4.4069
H -1.3962 -2.0053 -1.0559
H 0.9578 -6.0173 -3.2989
H 2.8218 2.0337 -4.3379
H -5.8072 0.2227 0.9821
H 3.6038 2.8067 2.4751
H -1.6522 -0.8763 2.5741
H -0.4182 -0.6703 -4.1179
H 0.0108 -6.8493 2.1381
H -2.6242 -3.2743 -3.2799
H -2.7022 2.5307 -2.2809
H 0.6248 -1.7823 -5.0469
H -1.8042 4.8817 4.0591
H 5.1468 2.0797 1.6061
H -0.2762 2.0417 -3.4099
H -0.8342 2.3257 -0.0359
H -2.8572 -2.6373 0.7761
H -1.0062 0.4557 3.2561
H -0.9582 -1.1873 4.0591
H 0.6718 1.5957 1.1281
H 0.5568 -0.4973 -1.6949
H -4.5882 0.2727 -1.1509
H -1.9592 -3.3213 2.1771
H -3.3422 -0.0543 3.4331
H 1.9508 1.0217 -2.7989
H -3.0232 0.0427 -0.1979
H 0.5888 1.2117 -1.4669
H -1.2142 2.4667 -4.8759
H 5.3268 3.8147 1.6651
H -2.4992 4.2797 0.1611
H -0.7072 5.2137 0.5531
H -5.0132 1.6937 0.6281
H -1.0562 3.5657 -3.6229
H -3.2692 2.2577 -3.8849
H 2.9918 2.8387 4.0581
H 0.7238 -1.6543 1.9181
H 1.4738 -5.0063 2.8671
H -4.5742 3.2947 2.9691
H 2.1418 3.5517 -3.5019
H 3.7048 -2.3243 0.0141
H 3.0708 2.4577 -1.0609
```

Results of the Mulliken charge analysis, in e, for atoms 1 through 99: -0.707 -0.471 -0.730 -0.703 -0.327 -0.624 -0.667 -0.277 -0.772 -0.645 -0.511 -0.815 0.206 2.131 -0.679 -0.098 1.004 -0.061 4.015 -0.382 -0.212 -0.444 1.593 1.411 -0.392 0.162 -1.423 -0.359 0.527 0.712 0.374 0.340 -0.624 -1.413 0.419 -0.829 0.190 -0.649 -1.187 -0.943 -1.592 -0.463 0.056 -0.916 -0.077 0.502 1.725 -0.491 -0.973 0.002 -0.978 0.313 0.395 0.194 -0.038 0.357 0.149 0.249 0.373 0.273 0.534 -0.546 0.386 0.088 0.372 0.276 0.182 -0.013 0.249 0.070 -0.007 0.251 -0.584 -0.451 0.534 0.271 0.312 0.415 -0.554 -0.102 -0.254 -0.426 0.369 0.383 0.585 -0.555 0.344 -0.691 0.395 0.399 0.454 0.351 -0.147 0.005 0.300 0.336 -0.040 0.285 0.262

Entry 3:
Below is a 16-piece molecular cluster, C23H78N18O23 overall, with properties calculated with the ωB97M-V functional and the def2-TZVPD basis.

The HOMO energy is -8.85 eV. The value obtained for the energy above the lowest of the compared OMol25 structures with the same formula, charge and spin is 0.000 eV. The calculation puts the LUMO energy at -0.0219 hartree. Its orbital gap is 0.304 Eh. The charge is 0.

```
142
C23H78N18O23 the ωB97M-V functional and the def2-TZVPD basis
O 13.3571 8.0912 8.2736
O 12.3569 10.5005 16.0583
O 10.5398 8.5779 16.4017
O 11.9027 16.3288 8.8208
O 16.3938 16.8299 13.9698
O 8.8413 17.3510 16.9798
O 9.0425 14.1536 13.1917
O 16.7718 16.4513 7.9191
O 9.8262 15.1079 10.5931
O 11.2716 6.9705 12.3053
O 13.8074 12.9658 13.3783
O 18.2220 9.1487 14.9761
O 15.7645 13.1163 9.7869
O 10.8322 11.9303 8.4425
O 12.3394 9.3000 10.4697
O 15.1986 9.2709 15.4850
O 18.8766 11.6299 13.0726
O 18.5971 9.2348 11.6802
O 8.3353 9.4568 13.9547
O 15.9530 8.8390 10.7086
O 16.9100 7.3828 13.3087
O 12.3155 16.4884 11.6415
O 12.7909 13.5373 15.9058
N 15.5725 7.8964 8.1557
N 7.4370 11.5737 13.8921
N 12.3405 13.0128 7.1920
N 14.4242 7.4889 6.3898
N 9.4669 15.7453 15.5039
N 16.3533 11.3168 8.5761
N 16.9978 15.8023 10.0074
N 17.2498 17.9090 9.5112
N 9.3348 11.1194 14.9428
N 16.2709 13.2698 7.6243
N 7.7179 16.9889 15.1622
N 10.0890 7.1529 14.7186
N 14.0469 11.7444 11.5405
N 16.1729 14.6034 13.8756
N 12.6467 11.0895 12.9918
N 12.5134 10.9043 7.2723
N 14.4031 15.9518 14.3761
N 11.8025 6.9593 15.9263
C 10.7660 7.6661 15.7075
C 15.7566 7.2300 12.5168
C 11.1606 7.1893 10.8807
C 17.5470 10.2164 15.5231
C 16.1187 10.2547 14.9474
C 16.9285 16.7025 9.1028
C 12.4881 11.4331 17.0989
C 8.6823 16.7028 15.9497
C 13.5861 12.0013 12.6713
C 15.1972 8.4010 11.7487
C 13.3708 16.2342 10.7360
C 18.2355 11.6841 11.7533
C 10.1753 13.8338 11.0916
C 13.1296 16.8295 9.2848
C 15.6608 15.8393 14.0268
C 10.2203 13.5730 12.6385
C 18.9608 10.4396 11.0367
C 13.4226 12.5538 16.8261
C 14.3785 7.8098 7.6560
C 8.3290 10.6608 14.2022
C 11.1114 8.6812 10.5306
C 11.7869 11.9239 7.6586
C 16.0481 12.5818 8.7171
H 11.7132 9.8499 16.3482
H 16.7405 11.1341 7.6613
H 11.8424 13.8530 7.4489
H 11.1071 14.0890 13.0064
H 12.5391 10.4126 12.2498
H 18.2802 12.5969 11.1593
H 16.1852 10.0644 13.8762
H 11.4811 7.8174 12.7059
H 15.2591 7.1142 5.9626
H 6.6802 11.2318 13.3172
H 13.4106 15.1458 10.6932
H 16.0835 6.5198 11.7573
H 17.4764 15.9078 10.8906
H 14.3229 16.5736 11.1440
H 13.6503 10.9626 11.0391
H 14.0279 16.6532 8.6931
H 15.8199 11.2958 15.0702
H 9.9456 10.3455 15.1622
H 16.3432 12.6981 6.7948
H 14.8194 9.1772 12.4142
H 18.7759 9.4540 12.5976
H 16.1191 10.6118 9.2604
H 16.1002 14.2618 7.5417
H 13.0123 10.8935 17.8876
H 17.1509 14.4432 13.6807
H 9.4897 12.0864 15.1898
H 17.2502 11.2287 11.8526
H 13.2425 11.0778 6.5953
H 12.2045 10.0093 7.6239
H 16.6139 14.8904 9.8049
H 18.6548 10.5107 9.9930
H 15.5691 13.7966 13.8086
H 13.0703 12.9920 6.4940
H 17.3946 17.9573 10.5096
H 15.7050 8.2527 9.0915
H 17.2281 6.5352 13.6282
H 7.1628 17.7453 15.5360
H 10.5028 9.2436 11.2387
H 7.6681 16.5770 14.2413
H 11.4897 11.7124 17.4357
H 9.1908 15.1608 14.7278
H 13.6927 13.0889 17.7366
H 12.7919 8.9902 9.6817
H 16.8662 9.0433 10.9231
H 12.0447 11.2064 13.7943
H 17.6043 10.0050 16.5908
H 17.3407 18.7442 8.9506
H 11.7698 16.4030 7.8729
H 14.9606 6.6554 12.9904
H 12.8998 13.1373 15.0399
H 17.6319 8.5513 14.5108
H 14.6336 12.3498 10.9843
H 16.3444 7.6033 7.5740
H 18.5576 12.4084 13.5350
H 18.1321 11.1194 15.3489
H 14.2737 8.0923 11.2588
H 13.5119 7.3910 5.9676
H 9.2871 7.7532 14.5897
H 10.3952 6.5964 13.9334
H 10.3923 15.5514 15.8590
H 11.9737 6.2481 15.2298
H 13.8246 15.1481 14.5751
H 12.6231 17.0654 12.3444
H 20.0408 10.5855 11.0582
H 7.7081 12.5233 14.1041
H 10.5985 15.6553 10.4334
H 10.5251 8.7204 9.6126
H 12.0732 6.8153 10.4166
H 14.3279 9.4326 15.1144
H 10.3050 6.6357 10.4940
H 11.1887 13.7296 10.7039
H 9.6072 13.0954 10.5258
H 14.3673 12.1844 16.4270
H 12.9168 17.8934 9.3894
H 10.2234 12.5750 13.0768
H 12.5268 7.1247 16.6105
H 13.9330 16.8439 14.3190
H 8.6744 14.7229 12.5120
```

Results of the Mulliken charge analysis, in e, for atoms 1 through 99: -0.733 -0.171 -0.731 -0.519 -0.765 -0.738 -0.355 -0.719 -0.699 -0.666 -0.023 -0.589 -0.814 -0.657 0.301 -0.529 -0.569 -0.593 -0.697 -0.331 -0.400 -0.531 -0.547 -0.068 -0.311 -0.353 -0.434 -0.193 -0.035 0.022 -0.415 -0.068 -0.340 -0.336 -0.345 1.533 -0.046 1.394 -0.267 -0.195 -0.295 0.521 -1.154 -0.420 -0.593 1.066 0.739 -0.553 0.616 1.265 1.315 -0.082 0.186 -0.261 -0.508 0.506 1.163 -0.954 0.037 0.557 0.627 -0.950 0.711 0.595 0.011 0.162 0.184 -0.446 -0.812 0.435 -0.470 0.247 0.161 0.251 -0.079 0.491 0.217 0.550 -0.900 0.355 -0.370 -0.148 0.162 -0.703 0.385 -0.183 0.164 0.326 0.053 0.255 -0.025 0.115 0.140 -0.251 0.309 0.156 0.132 0.137 0.040

Which of these has the highest HOMO energy?
C23H78N10O16